{"formula": "C51H47N8O3STaTe", "method": "the ωB97M-V functional and the def2-TZVPD basis", "elements": ["H", "H", "C", "H", "C", "H", "H", "C", "H", "C", "C", "C", "N", "H", "C", "N", "C", "C", "C", "H", "H", "C", "H", "H", "H", "Te", "C", "H", "O", "Ta", "C", "H", "C", "C", "C", "C", "N", "C", "O", "H", "C", "H", "C", "H", "H", "C", "C", "N", "H", "C", "H", "C", "C", "H", "C", "N", "C", "N", "H", "C", "C", "H", "C", "C", "C", "N", "H", "C", "O", "H", "C", "C", "S", "H", "N", "C", "C", "H", "H", "H", "C", "C", "H", "C", "C", "H", "C", "H", "C", "H", "H", "C", "H", "H", "H", "H", "H", "C", "C", "H", "C", "H", "H", "H", "H", "C", "C", "H", "H", "H", "C", "C"], "coordinates": [[-3.6354, -0.0845, 5.6017], [-2.1759, -5.7329, -4.0640], [-4.0171, -3.5261, 2.6199], [-5.0933, -0.6180, -1.8965], [-1.7004, -3.7651, -1.3184], [3.9852, 3.9849, -2.5418], [-3.7913, -1.7642, 1.4252], [-0.7673, -1.8912, 5.6156], [-5.0279, -3.2770, 2.9146], [-3.4772, -2.1513, 6.1566], [-0.2209, -2.3394, -3.1681], [3.7868, -0.1746, -3.0623], [-1.9826, 0.6115, -1.8267], [-1.6538, -5.9082, 3.0592], [-2.9731, -0.9324, 5.7233], [-0.8980, -0.8969, 0.8526], [3.9510, 0.5226, 2.0128], [-2.3946, -5.4641, -3.0332], [1.5680, -0.6643, -4.0607], [-1.5779, -1.3027, 2.8201], [3.7789, -2.7841, 1.3250], [-3.3184, -2.6721, 1.7824], [4.7819, 0.4599, -4.9010], [0.0002, 5.6585, 2.9333], [1.1049, 3.6545, -3.3628], [-0.8466, 1.0720, 4.7891], [1.6775, 0.5198, -4.9230], [-4.5318, -2.2465, 6.3811], [-0.1892, -1.5103, -5.3555], [0.1597, 0.8618, -0.6285], [-0.6491, 3.7548, 0.6421], [2.4836, -1.9068, -2.6186], [-1.2555, -0.4591, 2.2157], [2.3183, 2.2904, 1.3257], [-3.0650, -0.0942, -1.4943], [-0.2759, -1.8975, -1.8445], [1.1887, 2.4782, 0.7272], [-4.2454, -0.0267, -2.2107], [-0.7804, 2.9036, -4.2030], [-2.1476, -6.3113, -2.3930], [3.5244, -1.7343, 1.3489], [-2.3129, -4.3101, -0.6157], [-0.1206, 0.2285, 2.9454], [-1.5459, 6.5181, 2.8690], [3.3755, 3.0611, 3.0156], [2.8108, 1.2055, -5.0025], [-2.6339, -3.2425, 6.3060], [2.4027, 1.3007, -1.6626], [-2.1013, 0.2281, 2.1339], [-1.2714, -2.0797, 0.4657], [-5.2223, 0.8826, -3.8931], [-1.6164, -0.8028, 5.4522], [4.6355, 2.0644, -3.5084], [2.9120, 2.0491, -5.6768], [2.7937, 0.9078, 1.3455], [2.0272, 0.0035, 0.7128], [2.5511, -1.0092, -3.2267], [0.6552, 3.7230, 0.7580], [-0.8790, -3.7787, -4.5817], [-1.0419, -2.6029, -0.8983], [4.3175, -0.8143, 2.0180], [-0.0378, 7.4042, 2.6297], [-1.4215, -4.1525, 1.8599], [0.3587, -1.5059, -4.2768], [2.3867, -1.2764, 0.7081], [-1.2803, 4.9235, 0.6439], [0.8129, 0.7771, -5.5199], [-2.0532, 1.4269, -2.8817], [0.3101, -0.7521, -1.4753], [1.1701, 4.0308, -1.6407], [-2.0167, -2.9827, 1.3947], [-3.4198, -4.6897, 3.0827], [-1.6378, 2.3143, 0.5118], [2.4231, 4.2545, 2.1123], [0.0432, 2.3176, -2.1368], [-3.1916, 1.5488, -3.6583], [2.4316, 2.4514, -2.2195], [0.2681, 1.0754, 2.3860], [-3.9664, -5.3566, 3.7358], [5.2103, -1.1321, 2.5393], [3.0582, 3.3796, 2.0232], [3.7811, 2.9243, -2.5812], [-2.2870, 4.8940, 0.6714], [-0.8654, 2.2831, -3.1669], [-2.1211, -4.9988, 2.7055], [4.6515, -0.8363, -2.9787], [-1.2785, -3.1109, 6.0339], [-0.6146, -3.9551, 6.1702], [3.7470, 0.6861, -1.7612], [-2.9822, -0.7241, -0.6208], [1.7329, -1.9516, 0.1688], [4.7075, 1.8523, -2.0405], [-3.0293, -4.1914, 6.6436], [0.6903, -0.4687, 3.1573], [3.9494, 3.6584, 1.4544], [5.4146, 2.5986, -4.0347], [4.5540, 1.2538, 2.5300], [4.0331, 0.8488, -4.2055], [-0.9058, -3.4914, -3.5381], [-3.4689, -5.2945, -2.9437], [-0.6262, 6.1995, 0.9359], [3.9830, 0.1032, -0.8733], [-1.2016, 6.9815, 0.4436], [-3.1780, 2.2318, -4.4956], [0.2956, -1.7896, 5.4295], [-0.5468, 6.4606, 2.4366], [-4.3096, 0.8066, -3.3179], [-0.4084, -4.3950, 1.5606], [0.3671, 6.1708, 0.4944], [5.5737, 2.0513, -1.4266], [1.1767, 3.2121, -2.3688], [-1.6353, -4.2346, -2.6227]], "atomic_forces_ev_per_a": [[0.0, 0.0, 0.0], [0.0, 0.0, 0.0], [0.0, 0.0, 0.0], [0.0, 0.0, 0.0], [0.1, 0.0, 0.0], [0.1, 0.0, 0.0], [0.0, 0.0, 0.0], [0.1, 0.0, 0.0], [0.0, 0.0, 0.0], [0.0, -0.1, 0.0], [0.1, 0.3, 0.1], [-0.1, 0.1, 0.0], [0.8, 0.4, 0.5], [0.0, 0.0, 0.0], [0.0, 0.1, 0.0], [0.0, 0.7, -0.7], [-0.1, 0.1, 0.0], [0.0, 0.0, 0.1], [0.2, 0.0, -0.1], [0.0, 0.0, 0.0], [0.0, 0.0, 0.0], [0.0, -0.1, -0.1], [0.0, 0.0, 0.0], [0.0, 0.0, 0.0], [0.0, -0.1, -0.1], [0.0, -0.4, 0.0], [0.0, 0.0, -0.1], [0.0, 0.0, 0.0], [0.0, 0.0, 0.1], [0.1, 1.4, 0.6], [0.1, -0.3, 0.0], [-0.1, 0.0, 0.0], [0.0, 0.1, 0.3], [-0.3, 0.4, 0.0], [0.0, -0.2, 0.1], [-0.7, -0.9, -0.2], [-0.2, -0.7, -0.3], [0.1, 0.0, -0.1], [0.0, 0.0, 0.1], [0.0, 0.0, 0.0], [0.1, 0.1, 0.1], [0.0, 0.0, 0.1], [-0.1, 0.0, 0.0], [0.0, 0.0, 0.0], [0.0, 0.0, 0.0], [0.1, 0.0, 0.0], [0.0, 0.0, 0.0], [-1.2, 0.0, 0.3], [0.0, 0.0, 0.0], [0.3, 0.1, 0.2], [0.0, 0.0, 0.0], [0.1, 0.3, -0.1], [0.1, -0.1, -0.2], [-0.1, 0.0, 0.0], [0.3, -0.3, 0.1], [-0.8, 0.3, -0.4], [0.0, -0.1, 0.0], [0.1, 0.7, 0.0], [0.0, 0.0, 0.0], [0.1, 0.2, -0.1], [-0.1, -0.1, 0.0], [0.0, 0.0, 0.0], [0.0, 0.1, -0.1], [0.1, 0.0, 0.0], [-0.2, -0.1, -0.1], [-0.1, 0.1, 0.0], [0.0, 0.0, -0.1], [-0.2, 0.0, -0.2], [0.7, -0.8, -0.7], [0.0, 0.0, 0.0], [0.0, -0.2, 0.0], [0.0, 0.0, 0.0], [0.3, -0.5, -0.1], [0.0, 0.0, 0.0], [0.4, -0.8, 0.5], [0.1, 0.0, 0.0], [0.2, 0.0, 0.0], [0.0, 0.0, 0.1], [0.0, 0.0, 0.0], [0.0, 0.0, 0.0], [0.0, 0.0, 0.0], [0.1, -0.1, 0.0], [0.0, 0.0, -0.1], [-0.2, 0.1, -0.1], [0.0, -0.1, 0.0], [0.1, 0.1, 0.0], [0.0, -0.1, 0.0], [0.0, 0.0, 0.0], [0.1, -0.3, 0.0], [-0.1, 0.1, 0.0], [0.0, 0.0, 0.0], [0.0, 0.0, 0.1], [0.0, 0.0, 0.0], [0.0, 0.0, 0.0], [0.0, 0.0, 0.0], [0.0, 0.1, 0.1], [0.0, 0.0, 0.0], [-0.1, 0.0, 0.0], [0.0, 0.0, 0.1], [0.0, 0.0, 0.0], [0.0, 0.0, 0.2], [0.0, 0.0, 0.0], [0.0, 0.0, -0.1], [0.0, 0.0, 0.0], [0.0, 0.0, 0.0], [0.0, -0.1, -0.1], [0.0, -0.1, 0.1], [0.0, 0.0, 0.0], [0.0, 0.0, 0.0], [0.0, 0.0, 0.0], [-0.1, 0.1, 0.0], [0.0, 0.0, -0.1]], "lowdin_charge": [0.093, 0.086, -0.048, 0.123, 0.053, 0.158, 0.120, -0.148, 0.117, -0.080, -0.049, -0.150, -0.014, 0.116, -0.145, 0.027, 0.031, -0.024, -0.139, 0.090, 0.124, -0.030, 0.161, 0.066, 0.141, 1.288, -0.012, 0.111, 0.141, 1.852, -0.751, 0.130, -0.349, -0.253, -0.108, -0.244, -0.120, -0.003, 0.108, 0.092, -0.008, 0.131, -0.545, 0.080, 0.097, -0.015, -0.083, 0.083, 0.065, -0.185, 0.128, -0.561, -0.106, 0.133, -0.239, -0.001, 0.029, 0.001, 0.140, -0.083, -0.004, 0.082, -0.027, -0.290, -0.105, 0.008, 0.121, -0.188, -0.295, 0.127, -0.225, -0.059, 0.732, 0.075, -0.116, 0.049, -0.221, -0.023, 0.117, 0.130, 0.019, -0.063, 0.131, -0.459, -0.051, 0.159, -0.080, 0.109, -0.170, 0.095, 0.114, -0.088, 0.110, 0.050, 0.108, 0.157, 0.124, -0.180, 0.066, 0.093, -0.217, 0.126, 0.123, 0.136, 0.095, -0.070, 0.002, 0.125, 0.107, 0.151, -0.112, -0.223], "lumo_ev": -6.5, "energy_ev": -91383.9828, "gap_ha": 0.2058, "relative_energy_kcal_mol": 52.5, "charge": 2}